The following is a DFT calculation (the ωB97M-V functional and the def2-TZVPD basis) of a 2-piece molecular cluster, CH7ClN2Si2 overall at a distorted geometry.

The calculation puts the electronic energy at -32404.3340 eV. As for the largest force on an atom: 2.99 eV/A. The value obtained for the HOMO-LUMO gap is 7.916 eV. As for the SMILES: C/[SiH]=N/Cl.N=[SiH2]. The energy above the lowest of the compared OMol25 structures with the same formula, charge and spin is 4.120 eV.

Each atom is followed by the atoms it is bonded to, with distances in Å.
Cartesian coordinates (Å):
1 H -0.486 -0.647 -2.155  N11 0.995
2 H 1.450 0.812 0.451  C7 1.117
3 H 0.779 2.590 0.573  C7 1.207
4 H -0.767 -0.515 2.225  Si5 1.427
5 Si -0.921 0.627 1.384  H4 1.427, C7 1.911, N13 1.617
6 H 2.331 -2.285 -0.372  Si10 1.615
7 C 0.516 1.424 0.409  H2 1.117, H3 1.207, Si5 1.911, H12 1.141
8 Cl -3.723 1.501 2.083  N13 1.713
9 H 1.468 -3.350 -2.362  Si10 1.448
10 Si 1.230 -2.175 -1.549  H6 1.615, H9 1.448, N11 1.594
11 N 0.108 -1.047 -1.464  H1 0.995, Si10 1.594
12 H 0.156 1.377 -0.673  C7 1.141
13 N -2.142 1.686 1.450  Si5 1.617, Cl8 1.713

Mulliken population analysis, charges in e, atoms 1 to 4: 0.23 0.24 0.30 -0.07